Entry 1:
{
  "formula": "C20H54N9O23P2",
  "method": "ωB97M-V/def2-TZVPD",
  "charge": 1,
  "homo_ev": -11.9,
  "homo_lumo_gap_ev": 9.26,
  "species": ["C", "C", "O", "C", "C", "O", "C", "P", "C", "C", "P", "O", "O", "C", "C", "O", "C", "C", "H", "H", "H", "H", "H", "H", "H", "H", "H", "H", "H", "H", "H", "H", "H", "H", "H", "H", "H", "H", "H", "H", "H", "H", "H", "H", "H", "C", "N", "O", "O", "H", "H", "H", "C", "N", "O", "O", "H", "H", "H", "C", "N", "O", "O", "H", "H", "H", "C", "N", "O", "O", "H", "H", "H", "C", "N", "O", "O", "H", "H", "H", "C", "N", "O", "O", "H", "H", "H", "C", "N", "O", "O", "H", "H", "H", "C", "N", "O", "O", "H", "H", "H", "C", "N", "O", "O", "H", "H", "H"],
  "coordinates": [[4.667189, 0.170581, 4.392090], [3.798512, 0.710532, 3.281668], [4.633690, 1.115388, 2.197338], [3.904219, 1.709796, 1.139537], [4.184389, 3.205754, 1.132188], [3.078429, 3.932682, 0.533065], [2.083592, 4.170058, 1.465029], [0.533901, 4.537608, 0.571842], [-0.725134, 3.529677, 1.372311], [-0.645906, 2.093897, 0.822160], [-0.856228, 0.830144, 2.111118], [0.453107, 0.699523, 2.775573], [-1.950088, 1.261899, 3.173577], [-3.216763, 1.848995, 2.782552], [-3.911473, 1.187587, 1.618166], [-1.356853, -0.472983, 1.389763], [-0.364079, -1.472980, 1.004395], [0.573636, -1.007976, -0.090565], [4.073107, -0.378149, 5.118138], [5.173750, 0.981341, 4.915637], [5.442537, -0.479764, 3.991432], [3.198367, 1.555633, 3.639153], [3.118632, -0.063857, 2.916773], [4.225539, 1.244786, 0.208912], [2.834873, 1.518078, 1.272534], [5.051795, 3.452802, 0.532210], [4.304127, 3.545199, 2.161713], [2.282843, 5.009788, 2.143085], [1.859943, 3.292538, 2.088093], [0.211611, 5.891197, 0.637604], [0.627968, 4.141760, -0.761305], [-0.466076, 3.570854, 2.432294], [-1.718167, 3.943426, 1.216770], [0.358370, 1.861625, 0.459971], [-1.304150, 1.973008, -0.037189], [-3.099514, 2.920053, 2.621318], [-3.855040, 1.756565, 3.658254], [-4.115370, 0.135736, 1.800398], [-4.875242, 1.687805, 1.504810], [-3.395194, 1.295636, 0.666094], [-0.953936, -2.299167, 0.619786], [0.154335, -1.853596, 1.877338], [1.470738, -0.518597, 0.288286], [0.048343, -0.296380, -0.727425], [0.867854, -1.856085, -0.698659], [-6.517908, 0.701017, -1.440573], [-5.831048, 2.016070, -1.341817], [-4.838210, 2.194343, -2.013462], [-6.301105, 2.830931, -0.572971], [-5.978784, 0.086434, -2.150891], [-6.510980, 0.260386, -0.447712], [-7.532677, 0.894571, -1.772102], [7.198380, -0.383337, 1.037097], [7.385052, -1.824020, 0.713608], [6.566267, -2.607815, 1.149203], [8.342529, -2.120379, 0.035194], [6.309097, -0.278703, 1.640109], [8.084332, -0.053090, 1.571664], [7.098434, 0.147071, 0.094052], [0.987910, 3.283832, 5.457875], [2.146351, 4.166059, 5.152491], [1.920043, 5.199280, 4.545317], [3.238980, 3.781046, 5.487590], [0.094423, 3.765746, 5.079357], [1.181744, 2.346246, 4.939094], [0.929875, 3.137003, 6.531468], [-1.620279, -2.899132, 4.672527], [-1.467406, -4.100224, 3.804186], [-1.321450, -3.920580, 2.610797], [-1.496122, -5.176033, 4.350375], [-1.572914, -2.015188, 4.046710], [-2.579850, -2.983361, 5.173008], [-0.810805, -2.918725, 5.395423], [-1.422025, -4.568099, -2.879531], [-0.543351, -3.429304, -2.496897], [0.582699, -3.682811, -2.118948], [-1.007938, -2.313388, -2.592827], [-0.864476, -5.487020, -2.747134], [-2.296179, -4.538670, -2.236022], [-1.697712, -4.416505, -3.917877], [-8.911642, 4.718323, -1.827839], [-9.527578, 3.470644, -2.355163], [-10.727173, 3.427360, -2.467858], [-8.765299, 2.565026, -2.639581], [-9.704591, 5.426056, -1.620324], [-8.363408, 4.450827, -0.929710], [-8.233777, 5.089977, -2.589885], [3.967412, -0.903708, -3.369751], [4.433532, 0.255375, -2.554958], [5.426092, 0.106415, -1.873180], [3.795167, 1.287990, -2.621484], [4.638587, -1.729878, -3.192614], [2.956385, -1.138367, -3.056745], [3.979716, -0.593996, -4.408567], [2.394701, -4.680722, -5.922459], [2.856012, -3.525228, -5.106776], [3.838568, -3.677942, -4.414416], [2.212005, -2.498987, -5.188366], [3.058486, -5.515222, -5.733691], [1.376047, -4.904069, -5.617782], [2.422217, -4.379129, -6.964834], [-3.136111, -6.566298, -6.852940], [-2.297774, -5.428891, -6.383597], [-1.182719, -5.675414, -5.963360], [-2.781683, -4.322850, -6.443745], [-2.568653, -7.480815, -6.734198], [-4.037390, -6.573303, -6.248032], [-3.378215, -6.379238, -7.894355]],
  "forces_ev_per_a": [[0.3, 0.4, 0.0], [0.2, -0.3, -0.1], [-0.2, 0.1, 0.1], [0.3, -0.2, 0.2], [-0.5, 0.0, -0.1], [0.3, 0.0, -0.1], [-0.1, 0.1, -0.1], [0.0, -0.4, 0.4], [-0.1, 0.0, -0.2], [-0.3, 0.2, -0.1], [1.2, -0.3, 0.5], [0.0, 0.1, 0.2], [-0.4, 0.3, -0.8], [-0.5, -0.2, 0.3], [-0.4, 0.1, -0.2], [-0.1, 0.3, 0.2], [0.1, -0.7, -0.6], [0.0, 0.5, 0.3], [-0.1, -0.1, 0.0], [0.0, 0.0, 0.0], [-0.1, -0.2, 0.0], [-0.1, 0.1, 0.0], [-0.1, 0.1, 0.0], [0.0, 0.1, -0.1], [-0.1, 0.0, -0.1], [0.1, 0.1, 0.1], [0.2, 0.1, 0.0], [0.1, 0.0, 0.0], [-0.1, -0.1, 0.0], [0.0, 0.1, -0.1], [0.1, 0.2, -0.1], [-0.2, 0.0, 0.1], [0.0, 0.1, 0.1], [0.1, -0.1, 0.0], [-0.1, 0.0, 0.1], [0.2, 0.0, -0.1], [0.1, -0.1, 0.1], [0.2, -0.1, 0.0], [0.0, 0.0, 0.0], [0.1, -0.1, 0.0], [-0.2, 0.1, 0.1], [0.0, 0.3, 0.2], [0.0, 0.0, 0.2], [0.0, -0.1, -0.3], [0.1, 0.0, -0.1], [0.0, -0.1, -0.1], [0.0, -0.1, 0.0], [0.1, 0.0, 0.0], [0.0, 0.1, 0.1], [0.1, 0.0, 0.0], [-0.1, 0.0, 0.0], [0.0, 0.0, 0.1], [0.0, 0.0, 0.0], [0.0, 0.1, 0.0], [-0.1, -0.1, 0.0], [0.1, 0.0, -0.1], [-0.1, 0.0, 0.0], [0.1, 0.0, -0.1], [0.1, 0.0, 0.0], [-0.1, -0.1, -0.2], [-0.1, -0.1, 0.0], [0.0, 0.1, -0.2], [0.1, 0.0, 0.0], [0.0, 0.0, 0.0], [-0.1, -0.1, 0.1], [0.1, 0.0, 0.0], [0.0, 0.1, -0.1], [0.0, 0.1, 0.0], [0.0, 0.0, -0.1], [0.0, -0.1, 0.1], [0.0, 0.0, 0.0], [0.0, 0.0, 0.1], [0.0, 0.0, 0.0], [0.0, -0.1, 0.0], [0.0, -0.1, -0.1], [0.1, 0.0, 0.0], [-0.1, 0.0, 0.0], [0.0, 0.0, 0.0], [0.0, 0.1, 0.0], [0.0, 0.1, 0.0], [-0.1, 0.1, 0.0], [0.0, 0.1, 0.0], [-0.1, 0.0, 0.0], [0.1, -0.1, -0.1], [0.0, 0.0, 0.0], [0.1, 0.0, 0.0], [0.1, 0.0, 0.0], [0.2, 0.1, 0.2], [0.0, -0.1, -0.1], [0.1, 0.0, 0.2], [-0.1, 0.0, 0.1], [0.0, 0.0, 0.0], [-0.1, 0.1, -0.1], [-0.1, 0.0, 0.0], [0.0, -0.2, 0.0], [0.0, -0.2, -0.1], [0.0, 0.0, 0.0], [-0.1, 0.0, 0.0], [0.0, 0.0, 0.0], [0.0, 0.1, -0.1], [-0.1, 0.1, 0.0], [0.1, -0.1, 0.0], [0.0, -0.1, -0.1], [0.1, -0.1, 0.0], [-0.1, 0.1, 0.1], [0.0, 0.0, 0.0], [0.0, 0.1, 0.0], [-0.1, 0.0, 0.0]]
}

---

Entry 2:
{
  "formula": "C20H55BN3O9P",
  "method": "ωB97M-V/def2-TZVPD",
  "charge": 0,
  "homo_ev": -8.0,
  "homo_lumo_gap_ev": 8.28,
  "smiles": "[H]/N=C(/C)C[PH](N)(N)B(C)O.COCCOC.COCCOC.COCCOC.COCCOC",
  "species": ["C", "B", "O", "P", "N", "N", "C", "C", "C", "N", "H", "H", "H", "H", "H", "H", "H", "H", "H", "H", "H", "H", "H", "H", "H", "C", "O", "C", "C", "O", "C", "H", "H", "H", "H", "H", "H", "H", "H", "H", "H", "C", "O", "C", "C", "O", "C", "H", "H", "H", "H", "H", "H", "H", "H", "H", "H", "C", "O", "C", "C", "O", "C", "H", "H", "H", "H", "H", "H", "H", "H", "H", "H", "C", "O", "C", "C", "O", "C", "H", "H", "H", "H", "H", "H", "H", "H", "H", "H"],
  "coordinates": [[4.013528, -7.147299, -1.406140], [3.313941, -5.864110, -2.224566], [4.080755, -5.360328, -3.389721], [1.615883, -5.172638, -1.622280], [2.414949, -4.907968, -0.009665], [1.649436, -3.787580, -2.741877], [-0.020618, -4.647789, -0.792559], [-1.347977, -5.514709, -1.309799], [-1.523101, -7.139529, -1.150650], [-2.418136, -4.832368, -1.885188], [3.699779, -7.201039, -0.279838], [5.193785, -7.030094, -1.504662], [3.723217, -8.195825, -1.887073], [3.820897, -5.946254, -4.185005], [1.035100, -6.444737, -2.023519], [2.041995, -3.993954, 0.386969], [3.444782, -4.697012, -0.156706], [0.713301, -3.286647, -2.794375], [1.845395, -4.057107, -3.731111], [-0.274303, -3.501649, -0.863736], [0.051503, -4.883018, 0.375888], [-2.612608, -7.343382, -0.710341], [-0.681833, -7.666867, -0.528782], [-1.527694, -7.644379, -2.225126], [-2.232347, -3.805597, -1.916165], [4.343932, -1.967468, -1.023386], [3.070659, -1.736640, -0.430002], [3.161467, -0.982231, 0.781936], [2.843733, 0.499161, 0.545971], [3.825007, 1.115123, -0.294152], [3.388905, 1.217192, -1.648155], [4.188946, -2.268431, -2.062129], [4.974080, -1.075409, -1.011113], [4.852177, -2.779662, -0.494332], [4.149637, -1.105072, 1.242515], [2.418023, -1.394349, 1.472153], [2.875872, 1.022431, 1.508391], [1.838345, 0.627351, 0.129223], [2.698013, 2.060343, -1.747014], [2.903401, 0.302385, -1.996963], [4.266066, 1.404978, -2.275897], [-1.412330, 5.350512, -0.451266], [-1.709777, 4.908622, 0.868912], [-2.077207, 3.526865, 0.912682], [-0.898156, 2.646004, 1.342890], [0.152982, 2.671817, 0.372035], [1.203400, 3.564597, 0.737401], [-0.862549, 6.292089, -0.382260], [-0.800742, 4.631262, -1.000488], [-2.344677, 5.527169, -0.996601], [-2.480162, 3.201532, -0.054525], [-2.875505, 3.431167, 1.655994], [-1.242445, 1.607765, 1.410875], [-0.523835, 2.939354, 2.330182], [1.839749, 3.091044, 1.491601], [0.824402, 4.514859, 1.121607], [1.805119, 3.766751, -0.154677], [1.211826, 5.573326, 6.119090], [0.180516, 6.460210, 5.699035], [-0.511197, 5.984203, 4.540966], [-1.834627, 5.307021, 4.916617], [-1.612535, 4.114053, 5.675310], [-1.783496, 4.325106, 7.075366], [1.486988, 5.828457, 7.145141], [0.894490, 4.528476, 6.094728], [2.089104, 5.702531, 5.477562], [0.126607, 5.307573, 3.958660], [-0.729110, 6.857056, 3.916793], [-2.348831, 5.007210, 3.996396], [-2.492728, 5.996074, 5.457936], [-2.851410, 4.341848, 7.314719], [-1.317110, 5.253493, 7.414236], [-1.316567, 3.488954, 7.605988], [-2.290089, -0.596022, -4.277106], [-2.845250, -0.859288, -2.992933], [-3.227372, 0.336614, -2.307386], [-4.733032, 0.598397, -2.432348], [-5.104188, 0.868529, -3.787851], [-5.654253, -0.276924, -4.435379], [-2.303012, -1.524111, -4.853362], [-2.855829, 0.160520, -4.825365], [-1.252573, -0.265638, -4.166305], [-2.646652, 1.194097, -2.669586], [-2.983652, 0.191291, -1.249827], [-4.983089, 1.492654, -1.850219], [-5.315469, -0.237239, -2.028126], [-6.694303, -0.410007, -4.121384], [-5.087196, -1.186143, -4.220860], [-5.632120, -0.101550, -5.515884]],
  "forces_ev_per_a": [[0.5, -0.4, 0.0], [2.7, -1.1, -1.2], [-2.2, -2.2, -0.1], [1.0, 2.0, 0.8], [0.4, 1.8, -0.7], [-2.3, -0.6, -0.7], [-2.8, -0.6, 1.6], [-2.8, 2.8, -1.6], [-0.5, 0.2, -0.6], [4.4, -2.7, 2.4], [0.6, 0.1, -2.1], [-2.5, -0.4, 0.3], [0.6, 2.2, 0.9], [0.9, 1.3, 1.8], [-0.3, 0.1, 0.2], [0.5, -1.5, -0.6], [-1.5, -0.5, 0.2], [1.5, -0.8, 0.3], [0.3, 0.2, 1.2], [0.4, -2.2, 0.0], [-0.1, 0.4, -2.5], [2.6, 0.5, -0.8], [-1.7, 1.3, -1.0], [0.1, 1.2, 2.2], [0.2, -1.0, 0.1], [-0.2, -0.1, -0.2], [0.3, 0.3, 0.3], [-0.4, 0.2, -0.4], [0.5, -0.2, 0.1], [-0.4, -0.3, -0.2], [0.2, 0.1, 0.1], [-0.1, -0.1, 0.2], [-0.1, 0.0, 0.1], [0.2, 0.0, 0.0], [-0.1, 0.1, -0.1], [0.0, 0.0, 0.0], [0.0, -0.1, 0.0], [0.1, -0.1, 0.0], [-0.1, -0.1, -0.1], [0.0, 0.0, 0.1], [-0.1, 0.0, 0.2], [-0.1, 0.1, 0.1], [0.1, -0.4, -0.3], [0.3, 0.2, 0.5], [-0.2, -0.1, -0.6], [-0.1, 0.4, 0.4], [0.0, -0.2, -0.2], [-0.1, -0.1, 0.1], [0.0, 0.0, 0.1], [0.0, 0.0, -0.1], [0.1, 0.0, 0.1], [0.0, 0.0, 0.0], [0.0, 0.1, 0.0], [-0.1, 0.1, -0.1], [0.0, 0.1, 0.0], [-0.1, -0.1, 0.0], [-0.1, -0.1, 0.1], [0.0, 0.2, 0.0], [0.0, -0.5, -0.2], [-0.4, 0.3, 0.4], [0.5, -0.4, -0.3], [0.0, 0.5, 0.2], [0.0, -0.3, -0.1], [-0.1, 0.1, -0.1], [-0.1, 0.0, 0.0], [0.1, -0.1, 0.0], [-0.1, 0.0, 0.1], [0.0, -0.1, 0.0], [0.1, 0.1, 0.0], [0.1, 0.0, 0.0], [0.0, 0.1, 0.1], [0.0, 0.0, -0.1], [-0.1, 0.1, -0.2], [0.1, -0.2, 0.1], [-0.1, 0.4, -0.1], [-0.4, -0.4, 0.1], [0.4, 0.4, -0.4], [0.1, -0.5, 0.3], [0.0, 0.2, -0.1], [0.0, 0.0, 0.2], [0.0, 0.0, 0.1], [0.0, 0.1, -0.1], [-0.1, -0.1, 0.0], [0.0, 0.0, 0.0], [0.0, -0.1, 0.0], [0.1, 0.0, -0.1], [0.0, -0.1, 0.0], [0.0, 0.1, 0.1], [0.0, 0.1, 0.2]]
}